Record 1
Formula: C17H30ClI2N2OP2Pd
Source: the OMol25 dataset
Level of theory: the ωB97M-V functional and the def2-TZVPD basis

```
56
Properties=species:S:1:pos:R:3:forces:R:3
I 0.95162 0.14824 -2.06378 0.8 -0.2 -0.9
I -1.54376 0.67633 0.41053 -1.1 0.2 0.7
Pd -3.00734 2.77311 -3.62532 1.3 -0.8 0.1
P -0.75185 2.92117 -1.97263 1.2 3.0 0.5
C 0.49532 3.03527 -0.58128 0.3 -0.8 0.8
C 0.32649 3.85171 -3.12085 0.0 -1.0 -1.0
H 0.63202 4.75749 -2.59026 -0.2 -0.2 -0.1
H -0.86700 5.18465 -1.27772 -0.2 0.0 -0.1
H -0.18751 4.10113 -4.04577 0.2 0.1 -0.2
H -2.41481 4.71281 -2.04976 -0.2 0.4 0.1
H 1.38654 2.44591 -0.78847 -0.1 0.2 -0.1
H 1.20231 3.23601 -3.30280 0.2 0.1 -0.4
C -1.62579 4.40631 -1.36886 -1.0 -0.6 0.2
H 0.76851 4.09751 -0.49962 -0.3 -0.3 -0.2
H -2.00644 4.18164 -0.37928 -0.4 0.2 0.1
H 0.08395 2.69564 0.37064 0.1 0.3 -0.3
P -2.37498 0.08702 -2.95448 -1.8 -1.7 -1.6
C -1.99005 -1.50024 -2.09223 0.9 0.1 1.1
C -4.18248 -0.17599 -2.83729 0.1 0.9 0.6
H -2.36082 0.12844 -5.42756 0.1 -0.5 0.1
H -2.86382 -1.47492 -4.71602 0.4 0.5 0.0
H -1.11892 -0.98199 -4.69242 -0.4 0.1 -0.4
C -2.15991 -0.62661 -4.65201 0.9 1.0 0.0
H -4.73360 0.65820 -3.27757 -0.3 -0.3 0.1
H -4.39217 -1.12191 -3.34935 -0.1 0.3 0.1
H -2.59667 -2.27377 -2.57358 0.0 0.3 -0.1
H -2.23961 -1.43122 -1.03050 -0.1 -0.3 -0.4
H -4.39700 -0.27652 -1.77104 -0.4 0.1 -0.1
H -0.92875 -1.73770 -2.18339 -0.4 -0.1 0.0
Cl -3.22447 4.12902 -5.43594 0.1 -0.6 0.9
C 3.10346 -3.19935 3.68759 0.0 -0.3 0.8
N 2.79306 -2.49219 2.46327 -1.4 -0.8 0.4
N 1.58996 -1.93561 2.24519 0.2 0.7 1.9
C 1.61492 -1.40275 0.96387 -0.4 1.1 -1.1
O 0.86327 -0.47326 0.63055 0.6 -1.1 0.1
C 2.73966 -1.98515 0.31718 0.2 0.0 -0.1
C 3.44456 -2.64074 1.27873 0.9 0.0 -1.2
C 4.72474 -3.38065 1.10758 0.5 -0.1 -0.2
C 0.74548 -1.37388 3.25252 -0.3 0.4 0.1
C 1.27199 -0.75496 4.38286 0.7 0.0 0.4
C 0.42462 -0.15295 5.30385 -0.7 -0.1 -0.1
C -0.95587 -0.06289 5.01502 0.6 -0.2 0.0
C -1.45225 -0.57712 3.81658 -0.5 0.1 0.1
C -0.62063 -1.27204 2.96322 0.4 -0.2 -0.2
H 2.34389 -2.98288 4.44496 0.3 -0.1 -0.3
H 4.08561 -2.89351 4.04192 0.0 0.2 0.0
H 3.14988 -4.27486 3.51891 -0.1 0.0 -0.3
H 2.98700 -1.85222 -0.71530 0.2 -0.1 -0.2
H 5.54479 -2.98220 1.72321 -0.3 0.0 0.0
H 4.65624 -4.46243 1.31662 -0.2 0.4 0.0
H 5.02546 -3.25084 0.05676 -0.1 -0.2 0.4
H 2.35929 -0.73286 4.53050 -0.5 0.0 0.1
H 0.81778 0.24014 6.24541 -0.1 0.0 -0.5
H -1.63408 0.40519 5.71745 0.1 0.1 0.0
H -2.50581 -0.43781 3.52547 0.6 -0.2 0.4
H -0.99603 -1.69889 2.04467 -0.1 -0.2 0.1
```
Positions in Å, forces in eV/Å.

Values from the calculation:
highest occupied orbital energy (spin up / spin down): -17.45 / -17.28 eV
LUMO energy (spin up / spin down): -12.73 / -12.64 eV
charge: +3
multiplicity: 5
expectation value of S²: 6.250
E_tot: -2715.432896 Eh
F_max: 3.28 eV Å⁻¹

---

Record 2
Formula: C17H30N4O2
Source: the OMol25 dataset
Level of theory: the ωB97M-V functional and the def2-TZVPD basis

```
53
Properties=species:S:1:pos:R:3:forces:R:3
C -0.33188 -2.15249 1.67002 0.0 0.0 0.0
O -0.33017 -1.78739 0.30833 0.0 0.0 0.0
C 0.27383 -0.51785 0.04503 0.0 0.0 0.0
C -0.81919 0.40599 -0.48185 0.0 -0.1 0.0
N -1.87927 0.59435 0.49151 0.1 0.1 0.0
C -1.67921 1.45187 1.53963 -0.2 0.1 0.0
O -0.63284 2.08331 1.62929 0.0 0.0 0.1
N -2.70690 1.58668 2.45299 0.1 -0.1 0.0
C -2.41070 2.30631 3.67973 0.0 0.0 -0.1
C -3.85380 0.69067 2.47645 -0.1 0.1 0.0
C -5.02408 1.28414 3.18988 0.0 0.1 0.0
C -5.59217 0.87587 4.35866 0.0 0.0 0.0
N -6.62377 1.75422 4.59908 0.0 -0.1 0.0
C -6.63903 2.63555 3.56459 0.0 0.0 0.0
N -5.68914 2.38429 2.69544 0.0 -0.1 0.1
C -7.63895 3.74412 3.50532 0.0 0.0 -0.1
C -8.83011 3.46451 4.41986 0.0 0.0 0.0
C -8.33752 3.01426 5.79403 0.0 0.0 0.0
C -7.59367 1.69115 5.68294 0.0 0.0 0.0
C 1.47870 -0.69544 -0.89792 -0.1 0.0 0.1
C 2.47767 -1.63808 -0.22039 0.0 0.0 0.0
C 2.15444 0.65963 -1.12442 0.0 0.0 0.0
C 1.04502 -1.30036 -2.23457 0.0 0.0 0.0
H -0.83386 -3.11670 1.74177 0.0 0.0 0.0
H 0.68553 -2.25151 2.06392 0.0 0.0 0.0
H -0.86886 -1.42087 2.28344 0.0 0.0 0.0
H 0.64172 -0.09105 0.98472 0.0 0.0 0.0
H -0.40423 1.37666 -0.74500 0.0 0.0 0.0
H -1.26851 -0.03961 -1.37002 0.0 0.0 0.0
H -2.70378 0.03718 0.41302 0.0 -0.1 0.0
H -1.50192 2.87573 3.51695 0.0 0.0 0.0
H -3.23271 2.97625 3.92919 0.0 0.0 0.0
H -2.25275 1.61998 4.51999 0.0 0.0 0.0
H -4.18376 0.49579 1.45651 0.0 0.0 0.0
H -3.60517 -0.27160 2.94503 0.0 0.0 0.0
H -5.35630 0.07082 5.03402 0.0 0.0 0.0
H -7.15020 4.67383 3.81282 0.0 0.0 0.0
H -7.94339 3.87820 2.46742 0.0 0.0 0.0
H -9.45009 4.35657 4.50966 0.0 0.0 0.0
H -9.45579 2.67878 3.98543 0.0 0.0 0.0
H -7.67210 3.77561 6.21092 0.0 0.0 0.0
H -9.16800 2.88918 6.48997 0.0 0.0 0.0
H -8.29950 0.87930 5.48623 0.0 0.0 0.0
H -7.06525 1.45790 6.60830 0.0 0.0 0.0
H 2.03210 -2.61692 -0.04279 0.0 0.0 0.0
H 3.35648 -1.77150 -0.85509 0.0 0.0 0.0
H 2.81361 -1.22793 0.73532 0.0 0.0 0.0
H 1.53683 1.33321 -1.71911 0.0 0.0 0.0
H 2.37553 1.15293 -0.17543 0.0 0.0 0.0
H 3.09508 0.51491 -1.66037 0.0 0.0 0.0
H 0.40728 -0.61847 -2.80017 0.0 0.0 0.0
H 1.92423 -1.51025 -2.84786 0.0 0.0 0.0
H 0.50377 -2.23406 -2.07800 0.0 0.0 0.0
```
Positions in Å, forces in eV/Å.

Values from the calculation:
highest occupied orbital energy: -8.60 eV
SMILES string: CO[C@H](CNC(=O)N(C)Cc1cn2c(n1)CCCC2)C(C)(C)C
LUMO energy: 0.67 eV
charge: 0
E_tot: -1035.317202 Eh
energy relative to the best compared isomer or geometry (same formula, charge and spin): 80.73 kJ/mol
F_max: 0.21 eV Å⁻¹

---

Record 3
Formula: C17H30N4O2S
Source: the OMol25 dataset
Level of theory: the ωB97M-V functional and the def2-TZVPD basis

```
54
Properties=species:S:1:pos:R:3:forces:R:3
C 2.60599 -1.82630 -3.80391 -0.2 0.0 0.1
C 1.65284 -1.30838 -2.73549 0.3 0.0 -0.1
H 0.89807 -0.66451 -3.19008 -0.1 0.0 0.1
H 1.13308 -2.14895 -2.26995 -0.1 0.0 0.0
C 2.40160 -0.50593 -1.66316 -0.3 -0.1 -0.1
C 1.47003 -0.02436 -0.61548 0.2 0.0 0.1
N 0.87218 1.13258 -0.60319 0.6 0.1 -0.9
N 0.08132 1.19462 0.48313 -0.3 -0.2 0.9
C 0.20574 0.06039 1.11633 0.1 0.1 0.1
N 1.07268 -0.76428 0.46714 -0.4 0.7 -0.1
C 1.46714 -2.07930 0.88248 0.4 -0.3 0.3
H 1.84734 -2.62695 0.01895 -0.1 0.0 0.0
C 2.55289 -2.02078 1.96046 0.0 -0.5 -0.2
C 3.07572 -3.41713 2.27095 0.0 0.2 0.2
O 3.69934 -3.93230 1.11485 -0.1 0.3 -0.1
C 4.20535 -5.22848 1.29366 0.0 -0.1 0.0
H 3.40636 -5.93561 1.54976 0.0 0.0 0.0
H 4.65908 -5.51989 0.34870 0.0 -0.1 0.1
H 4.96332 -5.25434 2.08656 0.0 0.0 0.0
H 3.79867 -3.37339 3.10016 -0.1 0.0 -0.1
H 2.24613 -4.07388 2.57647 0.1 0.0 0.0
H 2.14888 -1.57169 2.86894 0.0 0.0 0.0
H 3.38252 -1.40746 1.60332 0.0 0.1 0.0
H 0.58111 -2.58999 1.27287 0.1 0.0 -0.1
S -0.64508 -0.39386 2.56021 -0.1 0.0 0.5
C -2.05098 0.72862 2.31684 0.5 -0.3 -0.1
C -2.60620 0.48429 0.91351 -0.2 -0.1 0.2
O -2.40895 -0.57271 0.34260 0.0 -0.2 -0.1
N -3.30780 1.48576 0.35697 -0.2 0.1 -0.2
C -3.71491 2.72943 0.96606 0.0 0.4 0.2
H -3.50844 2.71989 2.03525 0.0 0.0 0.0
H -4.80297 2.81430 0.83681 0.1 0.0 0.1
C -3.04263 3.94145 0.29989 0.0 0.0 0.1
C -1.55872 4.01744 0.64759 -0.3 0.0 -0.1
H -1.03727 3.09761 0.39385 0.0 0.0 0.0
H -1.09083 4.83762 0.10855 0.1 0.1 0.0
H -1.43228 4.20293 1.71316 0.1 0.0 0.1
C -3.28086 3.87980 -1.21322 0.1 0.0 0.1
C -2.87852 2.52439 -1.78742 -0.3 0.0 0.1
C -3.62800 1.41472 -1.05532 0.2 -0.2 -0.4
H -3.32877 0.43035 -1.41652 -0.1 0.1 0.1
H -4.71052 1.53196 -1.18448 0.0 0.0 0.0
H -1.80655 2.36751 -1.66380 0.1 -0.1 -0.1
H -3.11213 2.48310 -2.85223 0.0 0.0 0.0
H -2.71839 4.67524 -1.70417 0.0 0.1 0.0
H -4.34300 4.04975 -1.41309 0.0 0.0 -0.1
H -3.53517 4.84129 0.68875 0.0 -0.1 0.0
H -2.78290 0.48203 3.08606 0.0 0.1 0.0
H -1.67766 1.74181 2.44150 -0.2 0.0 0.0
H 2.86870 0.36479 -2.12488 0.1 0.0 0.1
H 3.17995 -1.12559 -1.21201 0.1 0.0 0.0
H 2.06126 -2.38794 -4.55893 0.0 -0.1 -0.1
H 3.11664 -0.99931 -4.29200 0.1 0.1 -0.1
H 3.35559 -2.48040 -3.36302 0.1 -0.1 0.0
```
Positions in Å, forces in eV/Å.

Values from the calculation:
highest occupied orbital energy: -8.19 eV
SMILES string: CCCc1nnc(SCC(=O)N2CCC[C@H](C)C2)n1CCCOC
LUMO energy: 0.68 eV
charge: 0
E_tot: -1433.475862 Eh
energy relative to the best compared isomer or geometry (same formula, charge and spin): 5.50 kJ/mol
F_max: 1.12 eV Å⁻¹

---

Record 4
Formula: C17H30NO2P2SW
Source: the OMol25 dataset
Level of theory: the ωB97M-V functional and the def2-TZVPD basis

```
54
Properties=species:S:1:pos:R:3:forces:R:3
C -0.79293 0.58179 -4.19649 0.0 -0.4 -0.4
C -0.86959 0.11275 -2.87213 -1.0 -1.4 1.8
N 0.00817 0.60383 -1.92139 0.1 -0.9 0.2
C 0.83386 1.62101 -2.23318 -0.6 0.6 -1.0
C 0.80249 2.17349 -3.49963 1.0 1.0 1.1
C 0.02116 1.63966 -4.50474 -1.0 -1.0 -0.3
C -1.82947 -0.84939 -2.37946 -0.4 0.2 -1.3
P -2.16417 -0.98477 -0.59600 -1.7 0.1 -3.1
W 0.01057 -0.42302 0.01955 -0.1 -1.3 2.5
P 1.84048 0.99922 0.20932 2.9 1.7 0.7
C 1.60477 2.20724 -1.09898 0.2 0.7 -0.3
O -0.81868 -3.74408 -3.51990 0.4 -0.7 0.2
O 0.80621 -4.18200 -0.81742 -3.5 -0.5 1.1
H -1.36791 0.02243 -4.92692 -0.1 0.4 -0.1
H 1.33820 3.09512 -3.67638 0.3 -0.1 0.0
H 0.00578 2.04514 -5.51031 0.2 0.0 0.1
C -3.60309 0.07353 -0.45648 -0.7 0.1 0.7
C -2.71075 -2.68358 -0.22636 -0.4 -0.2 0.1
H 2.56800 2.60471 -1.41488 0.0 0.0 -0.1
H 1.03816 3.04705 -0.69550 -0.1 0.1 0.1
H -1.23300 -2.88718 -3.31276 0.8 0.0 -0.4
H -2.64214 -1.16206 -3.13039 1.3 0.3 1.2
C 2.23631 1.97786 1.71502 -0.2 0.1 0.3
C 3.46981 0.27880 -0.23958 0.1 -0.1 0.1
H 0.69369 -2.30484 -0.50141 -1.2 -1.5 -0.3
H -0.10555 -4.30298 -0.29917 3.1 0.1 -1.5
H 0.48860 -4.30521 -1.73815 0.2 0.1 0.3
H -0.02816 -3.69504 -4.09546 -1.0 0.6 0.4
H -0.56216 1.00219 0.64650 -0.6 1.0 0.3
H 1.16316 -1.74486 -0.47971 2.2 0.8 -0.5
H -4.39473 -0.34051 -1.08017 -0.1 -0.1 0.0
H -3.96595 0.17610 0.56720 -0.1 0.0 0.0
H -3.38587 1.06540 -0.84604 0.3 0.0 0.0
H -3.53904 -2.94144 -0.90031 0.2 0.0 0.2
H -1.91807 -3.43086 -0.36366 -0.2 0.4 -0.1
H -3.06563 -2.74673 0.81352 0.1 0.1 -0.3
H 4.25766 1.05707 -0.28173 -0.4 -0.4 0.0
H 3.74009 -0.49024 0.50447 0.0 0.3 -0.3
H 3.36854 -0.20149 -1.22609 0.1 0.1 0.3
H 3.10078 2.65998 1.54441 -0.6 -0.5 0.0
H 1.34881 2.56719 2.01332 0.4 -0.2 -0.2
H 2.46191 1.30587 2.56562 0.0 0.3 -0.5
S -0.08924 -1.36777 2.17098 0.1 1.2 0.2
C -0.03150 -0.05022 3.52595 0.0 -1.3 -1.3
C 1.04947 -0.16143 4.39902 -0.4 0.0 -0.4
C 1.23359 0.87860 5.30327 -0.4 -0.5 -0.5
C 0.34863 1.94399 5.32206 0.0 0.4 0.2
C -0.74978 1.99499 4.47977 -0.1 -0.8 -0.4
C -0.98117 0.96426 3.57183 0.3 -0.2 -0.3
H 1.71130 -1.03634 4.32037 -0.2 0.6 0.2
H 2.06262 0.82813 5.96522 0.5 0.1 0.6
H 0.51130 2.75797 6.01291 0.0 0.0 0.1
H -1.43836 2.80748 4.49385 -0.3 0.6 0.2
H -1.83717 0.94322 2.87659 0.6 0.2 0.5
```
Positions in Å, forces in eV/Å.

Values from the calculation:
highest occupied orbital energy (spin up / spin down): -10.19 / -9.97 eV
LUMO energy (spin up / spin down): -4.73 / -4.71 eV
charge: +1
multiplicity: 3
expectation value of S²: 2.044
E_tot: -2018.677692 Eh
energy relative to the best compared isomer or geometry (same formula, charge and spin): 0.00 kJ/mol
F_max: 3.69 eV Å⁻¹